C35H52AsInOP3 as an isolated structure, computed with ωB97M-V with the def2-TZVPD basis set.

Last column: Löwdin charge in e.
Atoms and positions in Å:
In  0.32731  -0.56438  -0.48246  0.553
P  0.80644  -2.56874  -1.76268  0.720
P  3.00830  -0.05818  0.51755  0.764
P  -1.93755  0.43936  -1.30655  0.753
H  2.19107  2.58851  -1.40629  0.053
C  1.15616  2.85487  -1.15758  -0.085
C  0.79914  3.27313  0.06036  -0.061
H  1.52733  3.37750  0.85855  0.049
C  1.41732  -1.96939  -3.36860  -0.204
C  2.01211  -3.62866  -0.89453  -0.207
C  -0.83329  -3.36975  -1.87134  -0.216
C  3.73585  1.40497  1.34476  -0.214
C  3.54578  -1.38416  1.68303  -0.221
C  4.19682  -0.29475  -0.86180  -0.253
C  -2.60822  2.08725  -0.89475  -0.200
C  -3.25488  -0.72684  -0.83236  -0.211
C  -1.89793  0.41800  -3.13268  -0.254
H  0.45222  2.81317  -1.99499  0.049
H  -0.23077  3.53441  0.29152  0.052
H  1.63014  -2.81984  -4.03308  0.088
H  2.32700  -1.36656  -3.21891  0.061
H  0.68674  -1.30038  -3.84459  0.036
H  2.10320  -4.58726  -1.44281  0.090
H  1.67802  -3.81378  0.14130  0.064
H  2.99235  -3.13452  -0.81719  0.040
H  -0.71372  -4.37008  -2.33249  0.089
H  -1.52771  -2.75499  -2.46241  0.048
H  -1.27937  -3.46232  -0.86565  0.048
H  4.83305  1.32312  1.36015  0.083
H  3.37593  1.48387  2.37461  0.034
H  3.45095  2.31492  0.79687  0.039
H  4.64841  -1.40519  1.75495  0.086
H  3.20096  -2.35567  1.32391  0.021
H  3.10572  -1.20104  2.67612  0.039
H  5.23009  -0.12587  -0.51884  0.077
H  3.96587  0.43188  -1.64845  0.050
H  4.10980  -1.30520  -1.28082  0.031
H  -3.56987  2.25120  -1.41384  0.090
H  -1.90078  2.87433  -1.18946  0.047
H  -2.77034  2.16779  0.18858  0.063
H  -4.17018  -0.52439  -1.40541  0.090
H  -3.46300  -0.65031  0.23942  0.037
H  -2.93789  -1.75586  -1.01109  0.031
H  -2.84802  0.78404  -3.54899  0.085
H  -1.70618  -0.59461  -3.51918  0.047
H  -1.08530  1.06400  -3.48649  0.051
C  -0.45075  0.09760  -7.00886  -0.302
C  0.13062  0.23684  -8.29169  -0.015
C  0.25589  1.53275  -8.83847  -0.061
C  -0.23534  2.66419  -8.15014  -0.081
C  -0.96714  2.48643  -6.95965  -0.075
C  -1.15828  1.18319  -6.46735  -0.053
O  -0.21582  -0.92864  -6.10302  -0.016
H  0.21734  -1.70284  -6.51964  0.120
H  0.50236  -0.62421  -8.86196  0.119
H  0.76621  1.70510  -9.80366  0.123
H  -0.06115  3.68188  -8.53569  0.115
H  -1.36843  3.34141  -6.40345  0.107
H  -1.77339  1.01322  -5.58524  0.069
C  -2.04080  3.76737  5.38540  -0.044
C  -1.13282  4.04711  4.35623  -0.057
C  -0.68676  3.01676  3.52418  -0.133
C  -1.16072  1.70525  3.74015  -0.384
C  -2.03396  1.41560  4.79867  -0.101
C  -2.50211  2.46221  5.60009  -0.041
As  -0.33042  0.30374  2.62540  1.299
C  0.86333  -0.26610  4.09428  -0.394
C  1.83466  0.66316  4.53593  -0.138
C  2.70688  0.31851  5.57239  -0.054
C  2.58521  -0.94518  6.18020  -0.050
C  1.59972  -1.84261  5.76614  -0.053
C  0.71803  -1.50172  4.73036  -0.100
C  -1.72303  -1.10916  2.62030  -0.421
C  -1.32594  -2.41880  2.27294  -0.175
C  -2.28889  -3.42948  2.14713  -0.073
C  -3.63476  -3.14256  2.36504  -0.053
C  -4.02973  -1.84907  2.69036  -0.051
C  -3.08572  -0.81247  2.78773  -0.123
H  -2.40337  4.58441  6.00835  0.122
H  -0.75328  5.06348  4.19955  0.121
H  0.02040  3.21863  2.71563  0.065
H  -2.38153  0.39956  4.99120  0.108
H  -3.22047  2.25662  6.40226  0.126
H  1.90730  1.66656  4.10026  0.095
H  3.47729  1.01557  5.92123  0.122
H  3.27938  -1.24326  6.97394  0.124
H  1.49195  -2.82671  6.23904  0.123
H  -0.07687  -2.18272  4.42953  0.089
H  -0.26168  -2.65548  2.13381  0.090
H  -1.96680  -4.43654  1.87345  0.118
H  -4.38118  -3.92623  2.25817  0.124
H  -5.08378  -1.61141  2.85725  0.128
H  -3.40069  0.21451  3.02688  0.107

Properties
ΔE to the lowest compared entry with this formula, charge and spin (kcal per mole): 0.00
Kohn-Sham gap (eV): 4.30
Net charge: +3
Calculated total energy (hartree): -4889.08444